18
Properties=species:S:1:pos:R:3 method="wB97M-V/def2-TZVPD" e_homo_ev="-8.99 / -8.03" orbital_gap_ev="8.26 / 7.66" total_charge=0 e_above_lowest_kj_mol=524.7 largest_force_ev_per_a=3.8 e_tot_ev=-22776.841
C -1.622 -0.743 -0.415
H 1.104 -2.610 0.444
H -1.788 1.382 0.132
O 2.472 4.020 -0.831
C -1.266 0.423 0.288
C -0.119 0.373 1.040
S 1.929 1.475 -1.557
H -2.604 -0.618 -0.862
N -0.946 3.690 -0.539
C 1.465 3.046 -0.817
H 0.916 0.822 -0.871
C 0.787 -0.665 1.174
C 0.193 3.537 -0.705
C -0.781 -1.870 -0.319
H 1.682 -0.936 1.640
C 0.348 -1.761 0.422
H 2.005 4.834 -0.880
H -1.148 -2.815 -0.864